# 1
C28H40F5O3SeTeV as an isolated structure. Source: OMol25; level of theory: wB97M-V/def2-TZVPD.

ORCA input file:
```
! RIJCOSX wB97M-V def2-TZVPD def2/J DEFGRID3
* xyz 2 1
V -0.5829 1.4284 -0.8340
C -4.4859 3.7386 5.1764
C -3.1377 4.1476 4.5645
C -2.0408 3.9355 5.6089
C -3.1761 5.6359 4.1737
C -2.8736 3.3545 3.2911
C -1.6596 2.6917 3.0773
C -1.4831 2.0286 1.8877
Se 0.0237 0.8681 1.4796
C 1.5727 1.9663 1.7709
C 1.8624 2.1726 3.1010
C 3.0234 2.8532 3.4667
C 3.8802 3.2278 2.4465
C 3.6585 2.9952 1.0832
C 2.4575 2.3657 0.7512
O 2.1698 2.0007 -0.5811
C 4.8197 3.3757 0.1487
C 5.9559 2.3688 0.4204
C 5.2975 4.8064 0.4527
C 4.5457 3.2971 -1.3486
C 3.3274 3.0886 4.9419
C 3.5972 1.7263 5.6000
C 4.5475 3.9890 5.1363
C 2.1131 3.7517 5.6095
C -2.4941 2.0038 0.9201
O -2.1629 1.3191 -0.2425
C -3.7352 2.6206 1.0881
C -3.8629 3.2910 2.2994
C -4.8265 2.5883 0.0218
C -4.2889 3.2059 -1.2831
C -5.2601 1.1320 -0.2122
C -6.0510 3.3888 0.4682
H -4.6333 4.2809 6.1101
H -4.5156 2.6709 5.3993
H -5.3297 3.9811 4.5308
H -2.3035 4.4751 6.5178
H -1.0766 4.3263 5.2748
H -1.9282 2.8821 5.8763
H -3.3668 6.2397 5.0614
H -3.9689 5.8418 3.4531
H -2.2265 5.9568 3.7412
H -0.8997 2.6822 3.8443
H 1.2106 1.7777 3.8699
H 4.8048 3.7089 2.7220
H 6.2940 2.4283 1.4546
H 6.8093 2.5886 -0.2220
H 5.6326 1.3455 0.2235
H 5.7238 4.9052 1.4486
H 4.4854 5.5289 0.3544
H 6.0827 5.0790 -0.2522
H 4.2848 2.3064 -1.7073
H 5.4319 3.6277 -1.8931
H 3.8206 4.0591 -1.7105
H 4.4527 1.2282 5.1415
H 2.7343 1.0613 5.5261
H 3.8159 1.8672 6.6588
H 5.4628 3.5268 4.7621
H 4.6940 4.1668 6.2010
H 4.4192 4.9607 4.6545
H 1.2445 3.0893 5.6311
H 1.8356 4.6787 5.1032
H 2.3520 3.9927 6.6452
H -4.7908 3.8105 2.4834
H -3.6168 2.5279 -1.8113
H -3.7721 4.1500 -1.0985
H -5.1207 3.4115 -1.9561
H -4.4372 0.4895 -0.5259
H -6.0138 1.1057 -0.9995
H -5.7027 0.7080 0.6899
H -5.8278 4.4507 0.5887
H -6.4740 3.0066 1.3984
H -6.8214 3.3015 -0.2968
F 1.2151 4.6133 -3.0634
Te 1.4581 3.3148 -1.8107
F 1.7133 4.7451 -0.6602
F -0.2116 -0.0045 -1.6894
F 2.4039 2.3504 -3.0632
F 0.0354 2.3255 -2.7400
O -0.1578 3.0619 -0.5992
*
```

For the HOMO energy (spin up / spin down), the calculation gives -15.3 / -15.3 eV. For the max |F|, the calculation gives 0.0210 hartree/bohr. The value obtained for the orbital gap (spin up / spin down) is 5.74 / 5.74 eV. The relative energy (zero: lowest compared OMol25 entry of this formula, charge and spin) comes out at 172.75 kJ/mol. For the electronic energy, the calculation gives -147725.09464 eV.

Löwdin charges in e: atom 1 (V): 0.99, atom 2 (C): -0.03, atom 3 (C): -0.55, atom 4 (C): -0.05, atom 5 (C): -0.02, atom 6 (C): -0.10, atom 7 (C): 0.01, atom 8 (C): -0.33, atom 9 (Se): 1.41, atom 10 (C): -0.35, atom 11 (C): -0.05, atom 12 (C): -0.12, atom 13 (C): 0.07, atom 14 (C): -0.06, atom 15 (C): -0.26, atom 16 (O): -0.30, atom 17 (C): -0.51, atom 18 (C): -0.01, atom 19 (C): -0.02, atom 20 (C): -0.07, atom 21 (C): -0.55, atom 22 (C): -0.02, atom 23 (C): -0.04, atom 24 (C): -0.04, atom 25 (C): -0.26, atom 26 (O): -0.13, atom 27 (C): -0.05, atom 28 (C): 0.08, atom 29 (C): -0.53, atom 30 (C): -0.02, atom 31 (C): -0.01, atom 32 (C): -0.04, atom 33 (H): 0.10, atom 34 (H): 0.10, atom 35 (H): 0.08, atom 36 (H): 0.10, atom 37 (H): 0.08, atom 38 (H): 0.10, atom 39 (H): 0.10, atom 40 (H): 0.09, atom 41 (H): 0.09, atom 42 (H): 0.10, atom 43 (H): 0.11, atom 44 (H): 0.10, atom 45 (H): 0.09, atom 46 (H): 0.10, atom 47 (H): 0.10, atom 48 (H): 0.09, atom 49 (H): 0.10, atom 50 (H): 0.10, atom 51 (H): 0.08, atom 52 (H): 0.12, atom 53 (H): 0.06, atom 54 (H): 0.10, atom 55 (H): 0.08, atom 56 (H): 0.10, atom 57 (H): 0.09, atom 58 (H): 0.10, atom 59 (H): 0.10, atom 60 (H): 0.07, atom 61 (H): 0.10, atom 62 (H): 0.10, atom 63 (H): 0.11, atom 64 (H): 0.08, atom 65 (H): 0.10, atom 66 (H): 0.10, atom 67 (H): 0.08, atom 68 (H): 0.10, atom 69 (H): 0.10, atom 70 (H): 0.10, atom 71 (H): 0.10, atom 72 (H): 0.10, atom 73 (F): -0.26, atom 74 (Te): 2.04, atom 75 (F): -0.29, atom 76 (F): -0.24, atom 77 (F): -0.28, atom 78 (F): -0.35, atom 79 (O): -0.47

=====

# 2
C35H24Cl3F12N3O5SiW as an isolated structure. Source: OMol25; level of theory: wB97M-V/def2-TZVPD.

ORCA input file:
```
! RIJCOSX wB97M-V def2-TZVPD def2/J DEFGRID3
* xyz -2 1
W -0.5290 -0.6925 -0.5528
C 4.1351 1.4631 2.1680
O 4.8831 0.2630 2.3419
C 4.5292 -0.7448 1.4931
C 4.9686 -2.1147 1.7863
C 4.5176 -2.9746 0.8607
C 3.8505 -2.1938 -0.2231
C 2.4532 -2.4141 -0.8185
C 1.3605 -3.1772 -0.5433
N 0.0218 -2.6514 -0.6983
N -1.0394 -3.4735 -1.1364
C -1.8374 -2.7558 -1.8724
O -1.5350 -1.5255 -2.1683
C -3.0682 -3.3172 -2.4714
C -4.1749 -2.4807 -2.5932
C -5.3296 -2.9422 -3.2061
C -5.3770 -4.2307 -3.7230
C -4.2729 -5.0645 -3.6015
C -3.1233 -4.6130 -2.9708
C 3.8246 -0.7517 0.3497
O 3.0556 0.1845 -0.2878
H 4.6152 2.2196 2.7855
H 3.1031 1.3102 2.4957
H 4.1235 1.7809 1.1256
H 5.5540 -2.3462 2.6663
H 4.6941 -4.0387 0.8160
H 4.5494 -2.1515 -1.0670
H 1.4186 -4.2286 -0.2739
H -4.1020 -1.4716 -2.2059
H -6.1903 -2.2901 -3.2894
H -6.2699 -4.5805 -4.2275
H -4.3047 -6.0660 -4.0140
H -2.2534 -5.2497 -2.8760
C 1.6843 5.7035 -2.0859
C 1.1363 4.5256 -1.3345
C 1.6035 4.1733 -0.0814
C 1.1328 3.0388 0.5705
C 0.2254 2.1811 -0.0256
N -0.2124 0.9851 0.6597
C -0.8281 1.2221 1.8726
C -1.1438 2.5249 2.3134
C -1.5204 2.7927 3.6112
C -1.6340 1.7740 4.5501
C -1.9531 2.0504 5.9976
C -1.4970 0.4789 4.0817
C -1.1511 0.1804 2.7648
C -1.1628 -1.2656 2.2912
O -1.6212 -1.4741 0.9691
C -2.0943 -2.1695 3.1577
F -1.5710 -2.4918 4.3658
F -3.2813 -1.5914 3.3932
F -2.3436 -3.3288 2.5473
C 0.2681 -1.8611 2.4361
F 1.0717 -1.2702 1.5265
F 0.8252 -1.6373 3.6352
F 0.3258 -3.1784 2.2183
C -0.2913 2.5766 -1.2997
C 0.1678 3.7161 -1.9260
C -1.1529 1.5058 -2.0083
O -2.0343 0.8308 -1.1519
C -1.8095 1.9002 -3.3520
F -2.4955 3.0675 -3.2837
F -2.6959 0.9665 -3.7287
F -0.9285 2.0177 -4.3518
C -0.1192 0.5543 -2.3267
F 0.8007 -1.2408 -3.2280
F 1.5283 0.5047 -4.3759
F 1.9996 1.3631 -2.4672
H 2.0538 6.4756 -1.4071
H 0.9284 6.1315 -2.7447
H 2.5056 5.3546 -2.7197
H 2.3555 4.7866 0.4041
H 1.4785 2.8089 1.5718
H -1.0845 3.3377 1.6064
H -1.7171 3.8202 3.9005
H -1.8522 3.1142 6.2161
H -1.2776 1.5023 6.6576
H -2.9747 1.7495 6.2456
H -1.6581 -0.3238 4.7870
H -0.1914 3.9736 -2.9132
Cl 2.7600 2.9337 -4.3332
Si 2.2033 -0.7139 -1.4190
Cl 1.1842 0.1646 -2.8396
Cl 3.8073 -0.9209 -3.0158
*
```

For the HOMO energy (spin up / spin down), the calculation gives -2.0 / -2.0 eV. For the max |F|, the calculation gives 0.1671 hartree/bohr. The value obtained for the orbital gap (spin up / spin down) is 5.49 / 5.49 eV. For the electronic energy, the calculation gives -131261.39629 eV.

Löwdin charges in e: atom 1 (W): 1.87, atom 2 (C): -0.07, atom 3 (O): -0.08, atom 4 (C): -0.24, atom 5 (C): -0.01, atom 6 (C): -0.05, atom 7 (C): -0.28, atom 8 (C): -0.22, atom 9 (C): -0.12, atom 10 (N): -0.25, atom 11 (N): 0.10, atom 12 (C): -0.46, atom 13 (O): -0.17, atom 14 (C): -0.14, atom 15 (C): -0.01, atom 16 (C): -0.09, atom 17 (C): -0.11, atom 18 (C): -0.10, atom 19 (C): -0.03, atom 20 (C): -0.24, atom 21 (O): -0.10, atom 22 (H): 0.09, atom 23 (H): 0.09, atom 24 (H): 0.09, atom 25 (H): 0.10, atom 26 (H): 0.10, atom 27 (H): 0.09, atom 28 (H): 0.11, atom 29 (H): 0.12, atom 30 (H): 0.10, atom 31 (H): 0.09, atom 32 (H): 0.09, atom 33 (H): 0.11, atom 34 (C): -0.07, atom 35 (C): -0.28, atom 36 (C): -0.04, atom 37 (C): -0.05, atom 38 (C): -0.23, atom 39 (N): -0.08, atom 40 (C): -0.20, atom 41 (C): -0.01, atom 42 (C): -0.05, atom 43 (C): -0.29, atom 44 (C): -0.07, atom 45 (C): 0.00, atom 46 (C): -0.07, atom 47 (C): -0.29, atom 48 (O): -0.22, atom 49 (C): -0.55, atom 50 (F): 0.13, atom 51 (F): 0.16, atom 52 (F): 0.16, atom 53 (C): -0.54, atom 54 (F): 0.11, atom 55 (F): 0.16, atom 56 (F): 0.17, atom 57 (C): -0.06, atom 58 (C): 0.00, atom 59 (C): -0.46, atom 60 (O): -0.19, atom 61 (C): -0.54, atom 62 (F): 0.13, atom 63 (F): 0.15, atom 64 (F): 0.15, atom 65 (C): -0.49, atom 66 (F): -0.27, atom 67 (F): -0.26, atom 68 (F): -0.39, atom 69 (H): 0.06, atom 70 (H): 0.07, atom 71 (H): 0.04, atom 72 (H): 0.10, atom 73 (H): 0.11, atom 74 (H): 0.11, atom 75 (H): 0.11, atom 76 (H): 0.06, atom 77 (H): 0.07, atom 78 (H): 0.07, atom 79 (H): 0.11, atom 80 (H): 0.11, atom 81 (Cl): -0.43, atom 82 (Si): 0.15, atom 83 (Cl): 0.93, atom 84 (Cl): 0.34

=====

Which formula does entry 2 have?
C35H24Cl3F12N3O5SiW

=====

What is the formula in the second record?
C35H24Cl3F12N3O5SiW

=====

Which formula does entry 2 have?
C35H24Cl3F12N3O5SiW

=====

electronic energy of number 2 (C35H24Cl3F12N3O5SiW)?
-131261.39629 eV